(1)
Density functional theory data (ωB97M-V/def2-TZVPD) for a molecular structure, C30H22Cl2N8O3Ta.

- Total charge: +1
- 2S+1: 1
- HOMO: -10.41 eV
- Total energy: -2797.5693 Eh

```
66
C30H22Cl2N8O3Ta (ωB97M-V/def2-TZVPD)
Ta -0.12 -0.22 0.85
Cl -0.31 -2.91 -0.33
Cl 0.71 1.32 -3.43
O -3.52 -1.71 3.02
O -3.47 -1.98 -1.65
O -1.96 -0.45 -0.14
N 0.24 1.22 2.78
N 3.34 -0.69 0.50
N -2.11 1.80 -0.37
N 1.53 -1.54 1.80
N 1.97 1.23 0.67
N -1.28 1.68 0.71
N -1.33 -1.12 2.31
N 0.50 -0.23 -0.87
C -0.58 -2.99 -3.05
C 0.49 3.03 4.87
C -0.53 -2.38 -4.29
C 1.14 1.81 4.90
C -4.16 1.36 -4.00
C 0.19 -0.91 -2.01
C -3.45 1.51 -2.83
C -1.24 2.62 1.57
C -3.19 0.41 -2.00
C 2.77 -1.65 1.30
C -4.63 0.09 -4.36
C 3.12 -3.76 2.39
C 1.12 -2.53 2.65
C 2.76 3.30 -0.29
C 3.10 0.66 0.28
C 1.86 -3.62 2.97
C -0.22 -2.24 -1.95
C -0.13 -1.06 -4.42
C 0.99 0.93 3.84
C -0.29 3.33 3.77
C -2.45 -1.42 2.66
C -4.39 -1.00 -3.56
C -3.67 -0.87 -2.38
C 3.58 -2.77 1.56
C 1.82 2.54 0.38
C -0.40 2.40 2.75
C 4.11 1.35 -0.39
C 3.93 2.68 -0.69
C -2.39 0.60 -0.80
C 0.24 -0.34 -3.29
H 3.74 -4.63 2.59
H 2.56 4.33 -0.50
H 5.01 0.83 -0.69
H 4.23 -0.98 0.14
H 0.13 -2.39 3.05
H 0.89 2.99 0.67
H -4.75 -1.99 -3.83
H -3.07 2.47 -2.53
H 1.76 1.52 5.74
H 4.56 -2.83 1.12
H -4.35 2.21 -4.64
H -0.83 4.27 3.70
H -0.11 -0.58 -5.38
H -1.86 3.50 1.45
H 0.59 3.73 5.68
H 1.46 -4.36 3.65
H -5.19 -0.04 -5.28
H -0.81 -2.94 -5.17
H -0.90 -4.01 -2.93
H -2.91 -1.77 -0.89
H 1.48 -0.03 3.84
H 4.70 3.22 -1.22
```

These are the Löwdin partial charges, in e, on atoms 1 to 8: atom 1 (Ta): 1.72, atom 2 (Cl): 0.80, atom 3 (Cl): 0.70, atom 4 (O): 0.15, atom 5 (O): 0.08, atom 6 (O): -0.26, atom 7 (N): -0.01, atom 8 (N): 0.14


(2)
Density functional theory data (ωB97M-V/def2-TZVPD) for 9 unconnected molecules or ions with the total composition C47H68BrF24N3O21PS2 in a non-equilibrium geometry.

- Total charge: +1
- 2S+1: 1
- HOMO: -11.98 eV
- Total energy: -9684.4442 Eh

```
167
C47H68BrF24N3O21PS2 (ωB97M-V/def2-TZVPD)
Br 0.97 0.84 -4.35
S 2.91 1.56 0.70
S -1.51 1.39 -0.61
P 2.31 4.25 -0.36
F 9.81 -7.24 -5.23
F -12.50 5.69 12.46
F -3.93 -10.36 -9.40
F 5.52 -3.42 1.69
F -11.50 7.03 13.82
F 3.58 0.79 3.50
F -3.37 -5.89 -2.53
F -6.40 8.49 8.94
F -1.56 -6.46 -3.54
F 7.59 -3.76 1.17
F -3.21 -7.84 -3.46
F 10.40 -8.68 -3.75
F -4.33 7.90 8.91
F 6.44 -2.27 0.11
F 1.89 3.72 2.70
F -3.17 -8.89 -8.01
F -0.23 4.06 2.92
F 3.35 -1.26 4.13
F 0.73 2.52 4.07
F -5.85 6.46 9.43
F 9.20 -6.97 -3.19
F 4.40 0.14 5.39
F -10.37 5.52 12.79
F -1.80 -10.02 -9.23
O 11.69 -6.49 -2.40
O 3.57 4.48 0.54
O -4.69 -6.32 -5.05
O 1.17 4.98 0.20
O 6.24 -1.36 4.13
O -11.35 8.54 11.58
O 5.41 -4.27 -1.40
O -4.70 6.35 6.79
O 0.07 5.01 5.38
O 6.17 -5.75 0.12
O -6.65 7.41 6.48
O -4.16 5.31 -0.47
O 2.26 5.21 4.92
O -2.61 -8.86 -11.45
O 12.20 -6.16 -4.56
O -10.72 6.71 10.45
O -3.57 -7.26 -10.19
O 5.71 -0.21 2.27
O -2.80 -5.23 -5.60
O 2.79 4.79 -1.77
O -3.71 5.64 1.72
N 2.01 2.52 -0.46
N 0.33 2.54 -2.23
N 1.10 0.55 -1.39
C -2.67 -8.00 -12.62
C 0.20 0.31 -2.53
C -0.76 1.51 -2.27
C 4.19 -0.22 4.13
C -2.99 -9.41 -9.22
C 0.15 7.36 6.04
C 2.37 -0.11 -1.72
C 1.18 1.95 -1.33
C -4.71 5.86 5.44
C -1.71 -1.49 -2.18
C -2.88 5.31 -1.15
C -0.29 3.88 -2.00
C 2.73 -1.29 -1.20
C 7.46 -1.82 3.51
C -9.14 8.18 9.31
C -5.72 7.10 7.16
C -3.09 -8.35 -10.33
C -2.82 4.26 -2.24
C -11.14 7.37 11.51
C -11.38 6.39 12.67
C -5.57 7.50 8.63
C -1.45 4.25 -2.93
C 12.89 -5.80 -1.99
C -4.22 6.90 4.46
C 1.17 4.77 4.71
C -4.00 4.88 0.83
C 5.76 -6.86 -0.71
C -3.44 -5.95 -4.89
C -10.49 7.50 9.26
C 8.55 -0.77 3.60
C -5.03 -6.61 -7.45
C -2.88 -6.55 -3.59
C -0.36 -1.09 -2.81
C 0.88 3.76 3.59
C 5.93 -4.54 -0.36
C -4.19 3.40 1.08
C 11.49 -6.58 -3.70
C -5.37 -5.80 -6.22
C 6.38 -3.48 0.66
C 6.78 -7.14 -1.79
C -1.77 -3.03 -2.29
C -1.52 -7.02 -12.63
C 5.49 -0.58 3.38
C 0.18 5.92 6.50
C 12.70 -4.30 -2.02
C 10.20 -7.38 -3.98
C -2.88 -0.93 -3.01
H -5.71 5.51 5.18
H -2.11 5.19 -0.38
H 1.97 1.37 1.64
H -0.50 -1.16 -3.88
H 4.77 -6.67 -1.13
H -6.43 -5.87 -5.99
H -3.20 0.07 -2.73
H -1.58 -6.33 -11.78
H 3.75 -1.40 -0.83
H -4.05 5.00 5.43
H 8.71 -0.47 4.63
H 0.36 -1.87 -2.58
H 7.27 -2.12 2.49
H -1.79 -1.27 -1.12
H -1.48 3.63 -3.82
H 8.28 0.12 3.04
H -2.79 -3.36 -2.10
H -4.88 7.77 4.44
H -1.53 -6.44 -13.55
H -5.61 -6.26 -8.30
H -1.29 5.27 -3.28
H 0.48 4.63 -2.18
H 7.76 -7.30 -1.35
H -0.57 4.06 -0.97
H 7.76 -2.71 4.06
H 5.67 -7.71 -0.04
H -2.76 1.01 -0.91
H 13.73 -6.12 -2.60
H -10.53 6.80 8.43
H 3.27 4.47 1.46
H -3.23 7.26 4.76
H -1.40 -3.36 -3.26
H -5.14 -4.74 -6.35
H 2.07 -2.14 -1.13
H 3.08 0.39 -2.37
H -1.43 1.49 -3.11
H -8.36 7.45 9.48
H 0.15 8.03 6.90
H -2.62 -0.96 -4.07
H 1.01 7.59 5.42
H 6.86 -6.30 -2.48
H -1.13 -3.43 -1.51
H 1.08 5.69 7.08
H -0.68 5.70 7.14
H -3.98 -6.53 -7.70
H -5.05 3.26 1.72
H -2.74 6.29 -1.59
H -3.63 -7.50 -12.66
H 9.48 -1.16 3.20
H -3.14 3.28 -1.90
H -3.73 -1.59 -2.88
H -4.32 2.90 0.12
H -2.61 -8.67 -13.47
H 11.84 -4.01 -1.42
H 13.59 -3.80 -1.63
H 2.51 4.18 -2.47
H -5.25 -7.66 -7.28
H 6.49 -8.02 -2.36
H 13.08 -6.13 -0.97
H 12.52 -3.95 -3.04
H -4.16 6.49 3.45
H -9.09 8.90 10.13
H -0.57 -7.54 -12.55
H -0.74 7.55 5.45
H -8.94 8.70 8.38
H -11.30 8.21 9.12
H -3.30 2.98 1.54
H -3.55 4.56 -3.00
```

These are the Löwdin partial charges, in e, on atoms 1 to 8: atom 1 (Br): 0.82, atom 2 (S): 0.97, atom 3 (S): 0.92, atom 4 (P): 0.37, atom 5 (F): 0.18, atom 6 (F): 0.17, atom 7 (F): 0.17, atom 8 (F): 0.16


(3)
Density functional theory data (ωB97M-V/def2-TZVPD) for 3 unconnected molecules or ions with the total composition C3H13NO2S2 in a non-equilibrium geometry.

- SMILES: CNCCSS.O.O
- 2S+1: 1
- HOMO: -8.81 eV
- Total energy: -1123.6800 Eh

```
21
C3H13NO2S2 (ωB97M-V/def2-TZVPD)
S -0.08 -0.64 -1.70
S -1.29 -1.84 -2.83
O 2.93 2.40 1.02
O -2.10 1.08 -4.06
N 0.76 -0.76 1.19
C 1.18 -0.28 2.52
C -0.68 -0.86 1.01
C -1.09 -0.14 -0.27
H 1.19 -1.66 1.05
H 3.84 2.11 0.89
H 2.22 0.01 2.42
H -2.27 -1.07 -3.33
H -0.97 0.94 -0.16
H -1.24 -0.41 1.81
H -2.16 -0.23 -0.47
H 2.46 1.56 1.05
H -2.21 1.36 -3.15
H 1.19 -1.07 3.28
H 0.55 0.55 2.80
H -1.18 0.81 -4.15
H -1.07 -1.87 1.06
```

These are the Löwdin partial charges, in e, on atoms 1 to 8: atom 1 (S): 0.42, atom 2 (S): 0.31, atom 3 (O): -0.06, atom 4 (O): -0.09, atom 5 (N): -0.14, atom 6 (C): -0.12, atom 7 (C): -0.32, atom 8 (C): -0.55


(4)
Density functional theory data (ωB97M-V/def2-TZVPD) for a molecular structure, C16H48BHgN4O4 in a non-equilibrium geometry.

- Total charge: +1
- 2S+1: 1
- HOMO: -11.07 eV
- Total energy: -1336.1994 Eh

```
74
C16H48BHgN4O4 (ωB97M-V/def2-TZVPD)
Hg -0.13 0.53 -0.12
O 2.54 3.38 3.17
O 1.17 -1.68 -2.35
O -3.83 -1.48 -0.51
O 0.31 -1.37 1.11
N -2.16 0.02 0.97
N -1.21 -1.00 -1.58
N 0.90 1.60 1.65
N 1.64 1.27 -1.42
C -3.02 -1.11 2.91
C 1.52 -3.08 -2.22
C 1.97 1.07 2.43
C 2.37 2.02 3.71
C 2.98 4.26 4.16
C 1.31 -2.40 1.27
C -2.07 -0.35 -3.73
C 3.21 0.84 1.52
C 1.72 0.66 -2.70
C -0.85 -1.85 1.82
C -4.87 -2.34 -0.20
C -2.44 -0.44 -2.19
C -1.74 -0.61 2.18
C 2.26 -0.85 -2.67
C 2.80 1.53 -3.38
C -3.52 -1.46 -1.91
B -1.11 2.64 -0.98
H -3.18 -2.40 -2.34
H -0.57 -2.22 2.81
H 2.56 1.43 -1.06
H -4.30 -1.14 -2.60
H -4.99 -2.43 0.88
H 1.79 0.10 2.89
H -3.89 -0.46 2.87
H 2.30 4.43 5.00
H 3.66 1.70 1.03
H 2.12 -2.16 0.57
H -2.69 -1.41 3.90
H 2.98 -0.80 -1.85
H 0.84 0.60 -3.34
H -4.73 -3.32 -0.66
H 0.76 -3.53 -1.57
H 1.67 -3.52 -3.21
H -1.43 -2.60 1.29
H -2.82 0.40 -1.61
H 3.94 3.88 4.49
H 3.74 1.50 -2.83
H 1.54 1.99 4.42
H 3.03 5.22 3.64
H -1.59 3.59 -0.78
H 3.99 0.42 2.15
H -1.14 0.06 2.81
H 3.24 1.59 4.21
H -3.43 -2.03 2.48
H 2.77 -1.20 -3.57
H 1.41 2.21 -1.70
H -0.87 2.45 -2.01
H -0.53 -1.37 -2.23
H 0.21 1.95 2.31
H -1.59 -1.29 -3.98
H 1.66 -2.25 2.29
H -5.88 -2.01 -0.43
H 1.26 2.48 1.31
H -1.38 0.46 -3.97
H -2.77 0.81 1.09
H 2.58 2.59 -3.38
H -1.81 1.87 -0.70
H -1.54 -1.79 -1.04
H -2.90 -0.06 -4.37
H 2.52 -3.23 -1.81
H 2.87 1.22 -4.42
H -2.80 -0.64 0.56
H 0.93 -3.41 1.15
H -0.17 2.53 -0.46
H 2.91 0.03 0.85
```

These are the Löwdin partial charges, in e, on atoms 1 to 8: atom 1 (Hg): 1.12, atom 2 (O): -0.20, atom 3 (O): -0.27, atom 4 (O): -0.21, atom 5 (O): -0.32, atom 6 (N): -0.01, atom 7 (N): 0.01, atom 8 (N): 0.00


Q: total energy of number 1 (C30H22Cl2N8O3Ta)?
A: -2797.5693 Eh


Q: The highest HOMO belongs to which entry?
A: C3H13NO2S2


Q: Look up the 2S+1 of the first one.
A: 1


Q: Which value of HOMO does entry 4 give?
A: -11.07 eV